w:
Density functional theory data (ωB97M-V/def2-TZVPD) for a 2-piece molecular cluster, C4H15N2O overall.

Structure (XYZ):
```
22
Properties=species:S:1:pos:R:3
C 2.180 1.314 0.668
C 0.890 0.557 0.361
C 0.926 -0.094 -1.024
C -0.190 -1.106 -1.268
N -1.514 -0.507 -0.902
N -0.292 1.462 0.335
H 3.032 0.641 0.792
H 2.027 1.903 1.585
H 2.462 2.025 -0.114
H 0.758 -0.169 1.164
H 1.876 -0.618 -1.138
H 0.885 0.710 -1.763
H -0.193 -1.410 -2.305
H -0.059 -1.995 -0.660
H -2.061 -0.349 -1.745
H -1.327 0.434 -0.466
H -2.094 -1.096 -0.293
H -0.006 2.322 -0.134
H -0.541 1.769 1.271
H -1.933 -1.441 2.397
H -2.511 -2.644 1.690
O -2.315 -1.706 1.549
```

The calculation puts the HOMO energy at -14.12 eV. As for the net charge: +1. For the LUMO energy, the calculation gives -2.812 eV. The calculation puts the gap between HOMO and LUMO at 11.31 eV.

=====

x:
Density functional theory data (ωB97M-V/def2-TZVPD) for C4H15N2O as an isolated structure.

Structure (XYZ):
```
22
Properties=species:S:1:pos:R:3
N 1.631 -1.184 -0.200
C 0.272 -0.695 -0.508
C 0.418 0.453 -1.438
C -0.487 -0.239 0.809
N -1.559 0.753 0.623
C -2.944 -0.034 0.535
H -0.255 -1.576 -0.885
H 2.260 -0.383 -0.252
H 1.591 -1.529 0.753
H -1.300 1.004 -2.012
H 0.885 1.364 -1.064
H -0.677 0.959 -1.530
H 0.859 0.139 -2.368
H -0.876 -1.136 1.301
H 0.310 0.165 1.437
H -1.926 0.322 -0.255
H -2.974 -0.489 1.522
H -3.755 0.689 0.515
H -3.204 -0.845 -0.160
H 3.726 1.412 1.423
H 4.408 0.169 0.948
O 3.595 0.681 0.807
```

The calculation puts the HOMO energy at -13.48 eV. As for the net charge: +1. For the LUMO energy, the calculation gives -6.948 eV. The calculation puts the gap between HOMO and LUMO at 6.53 eV.

=====

Short version: w is the most stable of them.

=====

w:
Density functional theory data (ωB97M-V/def2-TZVPD) for a 2-piece molecular cluster, C4H15N2O overall.

Structure (XYZ):
```
22
Properties=species:S:1:pos:R:3
C 0.448 0.296 -1.270
N 1.300 0.743 -0.184
C 2.704 1.052 -0.523
C -0.207 -1.083 -0.860
N -1.225 -1.001 0.297
C -2.475 -0.356 -0.212
H -0.370 1.031 -1.355
H 0.935 0.235 -2.245
H 0.894 1.443 0.404
H 2.940 1.821 -1.289
H 3.235 1.536 0.327
H 3.088 0.115 -0.893
H -0.808 -1.285 -1.770
H 0.567 -1.831 -0.830
H -0.759 -0.270 1.046
H -1.485 -1.920 0.647
H -2.837 0.264 0.625
H -2.453 0.254 -1.120
H -3.370 -0.985 -0.357
H -0.554 -0.221 3.128
H 0.548 0.508 2.468
O -0.376 0.265 2.307
```

The calculation puts the HOMO energy at -12.50 eV. As for the net charge: +1. For the LUMO energy, the calculation gives -3.087 eV. The calculation puts the gap between HOMO and LUMO at 9.41 eV.

=====

x:
Density functional theory data (ωB97M-V/def2-TZVPD) for a 2-piece molecular cluster, C4H15N2O overall.

Structure (XYZ):
```
22
Properties=species:S:1:pos:R:3
C 2.083 0.972 -1.025
C 0.715 0.466 -0.659
C 0.018 0.796 0.673
C -0.958 -0.316 1.163
N -2.173 0.154 0.354
N -0.294 0.783 -1.698
H 2.340 0.863 -2.107
H 2.321 2.060 -1.158
H 2.786 0.626 -0.204
H 0.716 -0.678 -0.441
H 0.861 0.787 1.458
H -0.429 1.765 0.964
H -1.190 -0.373 2.224
H -0.532 -1.298 0.835
H -2.613 1.058 0.505
H -1.925 0.462 -0.676
H -2.931 -0.739 0.161
H -0.272 1.755 -2.050
H -0.542 0.223 -2.510
H 0.810 -2.813 2.142
H 0.851 -3.574 0.730
O 0.357 -2.977 1.321
```

The calculation puts the HOMO energy at -13.39 eV. As for the net charge: +1. For the LUMO energy, the calculation gives -3.156 eV. The calculation puts the gap between HOMO and LUMO at 10.23 eV.

=====

Short version: w is the most stable of them.

=====

w:
Density functional theory data (ωB97M-V/def2-TZVPD) for a 2-piece molecular cluster, C4H15N2O overall.

Structure (XYZ):
```
22
Properties=species:S:1:pos:R:3
C 0.818 1.530 1.415
N 0.605 0.507 2.536
C -0.173 1.120 0.235
N 0.023 -0.397 0.104
C 1.211 -0.696 -0.777
C 0.905 -0.617 -2.275
H 0.598 2.510 1.715
H 1.874 1.571 0.966
H -0.240 0.521 3.080
H 1.346 0.511 3.260
H -1.117 1.275 0.607
H 0.157 1.552 -0.712
H 0.310 -0.778 1.055
H -0.884 -0.870 -0.213
H 1.516 -1.646 -0.512
H 2.182 -0.111 -0.478
H 0.664 -1.576 -2.809
H 0.175 0.092 -2.675
H 1.855 -0.193 -2.683
H -3.247 -1.568 -0.371
H -3.502 -0.789 -1.584
O -2.832 -1.162 -1.088
```

The calculation puts the HOMO energy at -13.99 eV. As for the net charge: +1. For the LUMO energy, the calculation gives -2.680 eV. The calculation puts the gap between HOMO and LUMO at 11.31 eV.

=====

x:
Density functional theory data (ωB97M-V/def2-TZVPD) for a 2-piece molecular cluster, C4H15N2O overall.

Structure (XYZ):
```
22
Properties=species:S:1:pos:R:3
C 0.144 -0.629 1.243
N -0.606 0.194 2.188
C 0.676 0.330 0.091
N -0.565 1.248 -0.236
C 1.856 0.306 -2.233
C 1.366 -0.457 -1.014
H -0.347 -1.643 0.899
H 1.092 -1.039 1.828
H -1.557 -0.098 2.275
H -0.205 0.376 3.093
H 1.427 0.954 0.723
H -1.219 0.775 -0.478
H -0.986 1.629 0.733
H -0.456 1.984 -0.901
H 2.513 -0.365 -2.864
H 2.523 1.229 -2.018
H 1.281 0.626 -3.091
H 0.679 -1.347 -1.328
H 2.203 -0.882 -0.514
H -3.207 -1.517 1.211
H -3.622 -0.800 -0.129
O -2.989 -0.872 0.520
```

The calculation puts the HOMO energy at -13.80 eV. As for the net charge: +1. For the LUMO energy, the calculation gives -2.990 eV. The calculation puts the gap between HOMO and LUMO at 10.81 eV.

=====

Short version: w is the most stable of them.

=====

w:
Density functional theory data (ωB97M-V/def2-TZVPD) for C2H4N2S3 in the gas phase.

Structure (XYZ):
```
11
Properties=species:S:1:pos:R:3
C -1.641 0.507 1.777
N -1.573 -0.382 0.936
N -1.244 -0.171 -0.305
C -0.138 -0.130 -0.852
S 0.317 -0.355 -2.462
S 1.531 -0.136 0.343
S 3.388 -0.850 -0.128
H -1.421 1.502 1.651
H -1.883 0.294 2.851
H -0.952 -0.485 -2.860
H 3.616 0.207 -0.952
```

The calculation puts the HOMO energy at -8.74 eV. As for the SMILES: C=N/N=C(/S)SS. For the LUMO energy, the calculation gives -0.120 eV. The calculation puts the gap between HOMO and LUMO at 8.62 eV.

=====

x:
Density functional theory data (ωB97M-V/def2-TZVPD) for C2H4N2S3 in the gas phase.

Structure (XYZ):
```
11
Properties=species:S:1:pos:R:3
S -2.457 -0.877 0.358
C -1.084 0.267 0.534
S -1.083 1.953 -0.303
N -0.231 0.506 -0.580
N 1.159 0.527 -0.708
C 1.764 -0.676 -0.238
S 2.516 0.728 0.590
H -3.374 -0.091 -0.377
H -0.795 0.246 1.493
H 1.285 -1.373 0.288
H 2.300 -1.209 -1.056
```

The calculation puts the HOMO energy at -8.78 eV. As for the SMILES: S[C@@H]1SN1N1CS1. For the LUMO energy, the calculation gives -0.051 eV. The calculation puts the gap between HOMO and LUMO at 8.73 eV.

=====

Short version: w is the most stable of them.

=====

w:
Density functional theory data (ωB97M-V/def2-TZVPD) for C2H4N2S3 in the gas phase.

Structure (XYZ):
```
11
Properties=species:S:1:pos:R:3
S -2.865 0.418 -0.035
C -2.178 -0.340 1.188
N -0.913 -0.883 1.221
S 0.276 -0.822 0.127
C 1.096 0.696 0.599
N 2.047 1.138 -0.123
S 2.557 0.243 -1.475
H -2.566 -0.748 2.148
H -0.482 -1.185 2.171
H 0.721 1.195 1.459
H 1.386 -0.599 -2.043
```

The calculation puts the HOMO energy at -8.91 eV. As for the SMILES: S=CNS/C=N\S. For the LUMO energy, the calculation gives 0.081 eV. The calculation puts the gap between HOMO and LUMO at 9.00 eV.

=====

x:
Density functional theory data (ωB97M-V/def2-TZVPD) for C2H4N2S3 in the gas phase.

Structure (XYZ):
```
11
Properties=species:S:1:pos:R:3
C -0.821 0.686 0.468
C -0.954 -0.530 -0.457
N 0.147 1.605 -0.049
N 1.758 -1.406 0.029
S 1.676 1.769 0.047
S 2.645 -0.099 -0.023
S 0.237 -1.922 0.194
H -1.822 1.307 0.300
H -0.560 0.231 1.399
H -1.828 -1.128 -0.402
H -0.479 -0.512 -1.507
```

The calculation puts the HOMO energy (alpha / beta) at -7.97 / -7.60 eV. For the LUMO energy (alpha / beta), the calculation gives -0.607 / -0.795 eV. The calculation puts the gap between HOMO and LUMO (alpha / beta) at 7.36 / 6.80 eV.

=====

Short version: w is the most stable of them.

=====

w:
Density functional theory data (ωB97M-V/def2-TZVPD) for a 2-piece molecular cluster, C9H11NOS overall.

Structure (XYZ):
```
23
Properties=species:S:1:pos:R:3
C 1.256 2.808 0.347
C -0.031 2.744 -0.161
C 2.038 1.665 0.429
C -0.542 1.529 -0.585
C 1.533 0.449 -0.001
C 0.248 0.398 -0.509
C 0.027 -2.550 2.186
C -1.084 -0.522 -3.475
C -0.888 -2.553 3.131
N -0.092 -0.704 -2.735
O -1.875 -1.104 -0.899
S -0.432 -1.188 -1.101
H 1.648 3.752 0.693
H -0.637 3.637 -0.225
H 3.042 1.725 0.823
H -1.549 1.443 -0.967
H 2.131 -0.447 0.062
H 1.068 -2.753 2.381
H -0.224 -2.344 1.157
H -2.112 -0.680 -3.129
H -0.944 -0.192 -4.494
H -0.654 -2.756 4.164
H -1.924 -2.356 2.909
```

The calculation puts the HOMO energy at -9.53 eV. For the LUMO energy, the calculation gives 0.679 eV. The calculation puts the gap between HOMO and LUMO at 10.21 eV.

=====

x:
Density functional theory data (ωB97M-V/def2-TZVPD) for C9H11NOS as an isolated structure.

Structure (XYZ):
```
23
Properties=species:S:1:pos:R:3
C 1.087 1.361 2.487
C 1.102 2.559 1.917
C 0.566 0.345 1.630
C 0.184 0.860 0.426
C 0.277 -1.935 2.668
C -0.339 -1.493 0.060
C -0.144 -0.202 -0.639
C 1.048 -0.158 -1.633
C -1.543 0.371 -1.262
N 0.223 -0.989 1.777
O 0.004 -3.100 2.527
S 0.534 2.561 0.300
H 1.614 1.273 3.427
H 1.563 3.479 2.089
H 0.378 -1.367 3.679
H -1.328 -1.827 0.447
H 0.202 -2.382 -0.460
H 1.072 -0.829 -2.416
H 1.967 -0.186 -1.089
H 0.911 0.808 -2.147
H -1.910 -0.299 -1.954
H -1.389 1.298 -1.751
H -2.278 0.600 -0.555
```

The calculation puts the HOMO energy at -8.16 eV. For the LUMO energy, the calculation gives 0.544 eV. The calculation puts the gap between HOMO and LUMO at 8.70 eV.

=====

y:
Density functional theory data (ωB97M-V/def2-TZVPD) for C9H11NOS in the gas phase.

Structure (XYZ):
```
23
Properties=species:S:1:pos:R:3
C 0.648 1.984 0.525
C -2.384 0.391 0.612
C -1.982 0.692 -0.699
C -1.138 -1.423 -0.290
C -0.138 -0.120 1.624
C -1.475 -0.704 1.032
C -1.132 -0.309 -1.214
C 0.694 0.639 0.668
C 2.703 0.261 -1.407
N 0.521 3.009 0.044
O 2.067 -1.648 0.331
S 2.248 -0.201 0.291
H -2.615 1.059 1.370
H -2.268 1.608 -1.093
H -0.192 -2.069 -0.203
H -1.939 -2.023 -0.527
H -0.425 0.682 2.422
H 0.386 -0.907 2.120
H -1.708 -1.462 1.767
H -0.537 -0.115 -2.081
H 1.878 0.149 -2.190
H 3.377 -0.586 -1.650
H 3.412 1.092 -1.451
```

The calculation puts the HOMO energy (alpha / beta) at -7.66 / -8.23 eV. For the LUMO energy (alpha / beta), the calculation gives -1.365 / -0.595 eV. The calculation puts the gap between HOMO and LUMO (alpha / beta) at 6.30 / 7.63 eV.

=====

Short version: w is the most stable of them.

=====

w:
Density functional theory data (ωB97M-V/def2-TZVPD) for a 2-piece molecular cluster, C4H13N2S2 overall.

Structure (XYZ):
```
21
Properties=species:S:1:pos:R:3
C 1.945 0.096 -0.183
C -1.959 0.150 -0.636
C 0.531 -0.300 -0.193
C -0.488 0.735 -0.711
N 0.319 -1.596 -0.293
N 0.137 -0.364 2.218
S 0.107 0.956 -2.443
S -0.320 2.206 0.322
H 2.002 1.157 -0.119
H 2.432 -0.404 0.707
H 2.309 -0.291 -1.164
H -2.681 0.882 -0.441
H -2.252 -0.253 -1.675
H -2.083 -0.414 0.317
H 1.115 -2.187 0.069
H -0.495 -2.161 -0.074
H 0.805 0.321 2.680
H -0.697 -0.143 2.641
H 0.378 -1.327 2.552
H -0.512 -0.118 -2.940
H -0.592 3.055 -0.634
```

The calculation puts the HOMO energy at -13.22 eV. As for the net charge: +1. For the LUMO energy, the calculation gives -4.115 eV. The calculation puts the gap between HOMO and LUMO at 9.10 eV.

=====

x:
Density functional theory data (ωB97M-V/def2-TZVPD) for a 2-piece molecular cluster, C4H13N2S2 overall.

Structure (XYZ):
```
21
Properties=species:S:1:pos:R:3
C -1.696 0.065 -1.881
S -2.022 -0.134 -0.079
S -0.479 0.953 0.838
C -1.253 2.581 0.944
H -1.867 1.127 -2.212
H -0.715 -0.318 -2.098
H -2.493 -0.600 -2.327
H -1.675 2.688 1.985
H -0.429 3.367 0.803
H -2.053 2.781 0.167
C 3.099 -0.063 -1.099
N 1.972 -0.578 -0.367
C 2.031 -1.713 0.290
N 1.024 -2.270 0.935
H 3.919 0.093 -0.399
H 2.791 0.858 -1.556
H 3.416 -0.742 -1.910
H 1.012 -0.215 -0.506
H 2.959 -2.261 0.342
H 0.072 -1.912 0.811
H 1.029 -3.253 1.259
```

The calculation puts the HOMO energy at -12.62 eV. As for the net charge: +1. For the LUMO energy, the calculation gives -3.320 eV. The calculation puts the gap between HOMO and LUMO at 9.30 eV.

=====

Short version: x is the most stable of them.

=====

w:
Density functional theory data (ωB97M-V/def2-TZVPD) for C2HBrF2S in the gas phase.

Structure (XYZ):
```
7
Properties=species:S:1:pos:R:3
F -0.664 -0.007 1.587
C -0.545 -0.178 0.018
F -0.921 -1.418 -0.402
Br -1.828 1.123 -0.543
C 0.951 0.123 -0.131
S 1.940 -0.717 -1.059
H 1.066 1.074 0.529
```

The calculation puts the HOMO energy at -9.85 eV. As for the SMILES: FC(F)(Br)C=S. For the LUMO energy, the calculation gives -1.451 eV. The calculation puts the gap between HOMO and LUMO at 8.40 eV.

=====

x:
Density functional theory data (ωB97M-V/def2-TZVPD) for C2HBrF2S in the gas phase.

Structure (XYZ):
```
7
Properties=species:S:1:pos:R:3
C -1.115 0.312 -0.056
C 1.236 -0.502 0.325
F 2.348 -1.106 -0.129
F 1.458 0.822 0.347
S -0.236 -1.056 -0.323
Br -2.985 0.231 0.000
H -0.707 1.299 -0.163
```

The calculation puts the HOMO energy (alpha / beta) at -8.53 / -8.18 eV. For the LUMO energy (alpha / beta), the calculation gives -0.614 / -0.346 eV. The calculation puts the gap between HOMO and LUMO (alpha / beta) at 7.92 / 7.84 eV.

=====

Short version: w is the most stable of them.